(1)
The following is a DFT calculation (ωB97M-V/def2-TZVPD) of a structure of composition C10H30BFeO26 in a non-equilibrium geometry.

```
68
Properties=species:S:1:pos:R:3:mulliken_charge:R:1
Fe 12.3950 -28.9737 -12.1625 0.57
O 15.1533 -31.2992 -19.0878 -0.56
C 14.7787 -32.1288 -18.3243 0.53
O 13.5597 -32.6360 -18.2348 -0.46
B 13.4821 -33.5456 -17.0650 1.09
O 14.8601 -33.6040 -16.5409 -0.51
C 15.6370 -32.7632 -17.2032 0.41
O 16.7890 -32.5300 -16.9828 -0.63
O 13.0369 -34.8963 -17.4685 -0.55
C 11.9791 -35.2588 -16.7629 0.34
O 11.4083 -36.3025 -16.8018 -0.61
C 11.6141 -34.0586 -15.8436 0.52
O 12.5149 -33.1107 -16.0754 0.23
O 10.7175 -33.9999 -15.0686 -0.63
C 12.4640 -29.8938 -16.1425 0.41
C 11.7621 -29.4022 -17.2760 0.35
C 10.6701 -28.3650 -16.9717 0.46
O 9.9397 -27.9370 -17.8659 -0.82
C 10.4308 -27.9434 -15.6300 -2.11
C 11.0678 -28.5215 -14.5816 2.43
C 12.1320 -29.5745 -14.8830 0.72
O 12.7072 -30.0784 -13.8523 -0.87
O 10.9625 -28.2195 -13.3311 -1.11
O 11.9780 -29.7990 -18.4041 -0.27
H 13.2230 -30.6535 -16.2797 -0.28
H 9.5901 -27.2709 -15.4824 0.22
O 10.6322 -30.3099 -11.6136 -0.46
H 10.5403 -31.2631 -11.5075 0.29
H 9.7731 -29.9343 -11.3877 0.27
O 6.7345 -27.2952 -17.0108 -0.71
H 7.4622 -27.9251 -17.1119 0.42
H 5.9499 -27.8026 -17.2330 0.27
O 10.4463 -32.5650 -18.9318 -0.70
H 9.9989 -31.9473 -18.3391 0.40
H 11.3829 -32.4689 -18.7148 0.27
O 10.4983 -28.4061 -20.7573 -0.66
H 10.2868 -29.3433 -20.8017 0.33
H 10.9433 -28.3216 -19.9063 0.31
O 14.5858 -32.0809 -13.3439 -0.73
H 13.8835 -31.5934 -13.8209 0.47
H 15.3056 -32.1808 -13.9757 0.29
O 7.9114 -30.2685 -15.4948 -0.68
H 7.7338 -30.4840 -16.4320 0.33
H 8.6929 -29.6949 -15.5545 0.31
O 13.9827 -27.8209 -13.0149 -0.46
H 14.6315 -28.1798 -13.6356 0.29
H 14.2562 -26.9174 -12.8194 0.27
O 12.8992 -30.0412 -21.3715 -0.63
H 12.7608 -30.4335 -20.4992 0.31
H 13.3855 -29.2345 -21.1864 0.31
O 13.5085 -30.4270 -11.2050 -0.40
H 14.3718 -30.1876 -10.8478 0.27
H 13.4368 -31.3833 -11.0975 0.26
O 8.6670 -25.2156 -17.1961 -0.63
H 9.3043 -25.4982 -17.8603 0.33
H 7.9776 -25.8978 -17.2426 0.36
O 8.3001 -26.6173 -12.8562 -0.63
H 9.2311 -26.8277 -13.0115 0.28
H 8.2979 -25.7101 -12.5376 0.29
O 15.0589 -28.5616 -17.5844 -0.67
H 14.6061 -29.3675 -17.3099 0.25
H 14.7472 -28.4217 -18.4837 0.34
O 8.2757 -30.4011 -18.4114 -0.62
H 8.8861 -29.6691 -18.6387 0.29
H 7.8762 -30.6560 -19.2490 0.27
O 12.0285 -25.1954 -15.4392 -0.67
H 12.4310 -25.5238 -16.2494 0.33
H 11.0925 -25.4130 -15.5353 0.35
```

Calculated values
**Energy above the lowest of the compared OMol25 structures with the same formula, charge and spin**: 0.00 kcal/mol
**DFT total energy**: -3644.24842 hartree
**Multiplicity**: 5
**Frontier orbital gap (spin up / spin down)**: 6.6 / 6.4 eV
**Charge**: -1
**Lowest unoccupied orbital energy (spin up / spin down)**: 0.326 / 0.168 eV

(2)
The following is a DFT calculation (ωB97M-V/def2-TZVPD) of a cluster of 11 separate species, C49H89NO27 in total in a non-equilibrium geometry.

```
166
Properties=species:S:1:pos:R:3:mulliken_charge:R:1
C -0.2610 1.1523 -2.1795 -0.49
O -0.2916 1.1428 -0.7775 0.61
C 0.9153 0.7436 -0.1457 -0.66
C 0.5946 -0.1142 1.0267 0.10
O 0.3401 -1.4400 0.6729 -0.36
C 0.4688 -2.3045 1.7763 -0.66
H 0.0142 0.1945 -2.6215 0.33
H 0.3091 2.0143 -2.5524 -0.12
H -1.2887 1.3778 -2.4771 -0.13
H 1.4677 1.6581 0.1068 -0.04
H 1.5415 0.2341 -0.8920 0.37
H -0.2604 0.3825 1.5236 -0.48
H 1.3318 -0.0362 1.8395 0.48
H 0.2300 -3.3080 1.4320 -0.08
H -0.2225 -1.9618 2.5474 0.33
H 1.4893 -2.3234 2.1708 0.42
C 2.8810 -5.5896 1.9228 -0.63
O 3.7399 -6.6275 1.5494 -0.45
C 4.5742 -7.0472 2.6035 -0.71
C 3.8581 -7.7794 3.7198 0.30
O 3.4297 -9.0459 3.2989 -0.40
C 2.9252 -9.8298 4.3667 -0.74
H 2.6050 -5.0125 1.0348 0.23
H 3.3330 -4.8497 2.5969 0.35
H 1.9441 -5.9720 2.3325 0.27
H 5.0917 -6.1795 3.0459 0.38
H 5.3979 -7.6274 2.1858 0.38
H 3.0489 -7.1471 4.1044 -0.14
H 4.6631 -7.8921 4.4684 0.38
H 3.0628 -10.8647 4.0624 0.27
H 1.8569 -9.6228 4.4953 0.25
H 3.4251 -9.6385 5.3198 0.32
C -1.2512 2.5860 -5.9297 -0.56
O -1.3285 1.6833 -7.0012 -0.48
C -0.4907 0.5748 -6.7983 0.15
C -0.6628 -0.3372 -7.9879 -0.71
O 0.5948 -0.8247 -8.4240 -0.31
C 0.6864 -0.9757 -9.8271 -0.74
H -0.1942 2.8171 -5.7378 0.30
H -1.6662 2.1282 -5.0230 0.35
H -1.7809 3.4972 -6.1863 0.26
H -0.7981 0.1289 -5.8411 0.15
H 0.5620 0.8685 -6.7289 0.13
H -1.0744 0.3256 -8.7653 0.32
H -1.3870 -1.1577 -7.9558 0.36
H 0.3500 -0.0887 -10.3681 0.35
H 0.1756 -1.8895 -10.1397 0.27
H 1.7592 -1.0784 -9.9986 0.23
C 3.0767 0.5353 -4.2646 -0.77
O 3.2833 1.7597 -3.6330 -0.03
C 4.4395 2.4095 -4.0842 -0.92
C 4.8175 3.5384 -3.1805 -0.33
O 3.9040 4.5939 -3.3361 -0.16
C 4.3803 5.8384 -2.9048 -0.72
H 2.1898 0.0441 -3.8683 0.04
H 3.9106 -0.1665 -4.1088 0.37
H 2.9469 0.6072 -5.3539 0.36
H 4.2273 2.8706 -5.0706 0.33
H 5.2845 1.7728 -4.3810 0.50
H 5.8319 3.8839 -3.4267 0.43
H 4.8656 3.2238 -2.1273 0.21
H 4.5231 5.7988 -1.8165 0.25
H 3.5293 6.5202 -2.9910 0.06
H 5.2188 6.2814 -3.4438 0.48
C 0.0436 -5.0497 4.1270 -0.15
O -0.1104 -3.7453 4.6460 -0.16
C 0.2729 -3.6526 6.0062 -0.68
C 1.7560 -3.7910 6.2370 -0.63
O 2.1402 -5.1426 6.3711 -0.32
C 3.5093 -5.2559 6.6004 -0.76
H 0.9550 -5.5804 4.3896 0.23
H 0.1497 -4.9450 3.0370 -0.14
H -0.8940 -5.6090 4.2007 0.05
H -0.2188 -4.4370 6.6000 0.34
H -0.0926 -2.6957 6.3753 0.38
H 2.0440 -3.2938 7.1805 0.54
H 2.3345 -3.2378 5.4796 0.29
H 4.0541 -4.9178 5.7026 0.29
H 3.8014 -6.3034 6.6686 0.24
H 3.8389 -4.6993 7.4809 0.34
C -5.3814 -2.4366 4.9154 -0.66
O -4.7034 -3.3496 4.0838 -0.31
C -4.4680 -2.8729 2.7664 -0.45
C -3.1686 -3.4298 2.2232 0.80
O -3.2975 -4.7124 1.6683 -0.05
C -3.4462 -5.7701 2.5988 -0.64
H -6.4205 -2.3117 4.5856 0.31
H -4.8705 -1.4677 4.9318 0.17
H -5.3965 -2.8604 5.9172 0.27
H -4.4185 -1.7791 2.7205 0.19
H -5.2798 -3.3026 2.1662 0.32
H -2.4017 -3.4135 3.0134 -0.36
H -2.7875 -2.8342 1.3908 -0.09
H -4.4793 -5.8025 2.9580 0.32
H -2.8011 -5.6241 3.4738 0.10
H -3.1674 -6.6995 2.1085 0.22
C -0.5203 1.4380 3.8856 -0.64
O -1.3676 2.4911 3.4993 -0.52
C -2.6380 2.5077 4.1505 -0.90
C -3.6072 1.6732 3.3849 0.29
O -4.1332 2.3787 2.2954 -0.39
C -4.8133 1.5610 1.4093 -0.73
H -0.5325 1.3422 4.9833 0.41
H 0.5246 1.5710 3.6242 0.24
H -0.9277 0.4842 3.5288 0.05
H -2.9401 3.5573 4.1035 0.37
H -2.5333 2.2396 5.2041 0.45
H -4.4325 1.2642 3.9925 0.45
H -3.0668 0.7858 3.0087 -0.30
H -5.6648 1.0784 1.9028 0.36
H -4.1513 0.7743 1.0049 0.21
H -5.1109 2.0375 0.4768 0.32
C -3.0993 2.8937 -1.3261 -0.10
O -3.8062 2.3244 -2.1462 -0.67
N -2.4461 4.0357 -1.6361 0.47
C -1.8047 4.7716 -0.5531 -0.80
C -2.4109 4.5657 -2.9798 -1.13
H -2.8974 2.5612 -0.2994 0.44
H -0.8647 4.2944 -0.2668 -0.10
H -2.4074 4.7474 0.3614 0.44
H -1.6954 5.8289 -0.7752 0.35
H -3.3832 4.5488 -3.4750 0.40
H -2.0212 5.5724 -3.0988 0.31
H -1.7555 3.8891 -3.5435 0.25
C 0.9482 7.2190 -1.4234 0.54
C 0.9464 6.2413 -2.3342 -0.89
C 0.6217 6.5252 -3.7845 0.42
O 0.6774 5.6237 -4.5947 -0.53
C 0.2425 7.8980 -4.1162 -1.03
C 0.1578 8.8221 -3.1506 0.29
C 0.6472 8.6102 -1.7456 0.29
O 0.8070 9.5281 -0.9852 -0.63
O -0.3337 10.0444 -3.4035 -0.56
O 1.1354 4.9646 -2.0278 1.96
H 1.0705 6.9644 -0.3749 0.32
H -0.1205 8.1267 -5.1086 0.43
H -0.1586 10.6218 -2.6423 0.35
H 1.3462 4.5123 -2.8722 -0.32
C -4.2971 -3.7953 -2.0636 -0.98
C -3.9024 -5.0372 -1.7897 0.42
C -2.5653 -5.3752 -1.1962 0.79
O -2.3099 -6.5054 -0.8461 -0.70
C -1.6057 -4.2815 -1.1344 -0.36
C -1.9809 -3.0348 -1.4353 0.16
C -3.4184 -2.6672 -1.7468 0.38
O -3.7846 -1.5232 -1.7729 -0.51
O -1.1519 -1.9950 -1.4660 -0.21
O -4.6601 -6.1090 -2.0393 -0.60
H -5.2930 -3.6466 -2.4586 0.47
H -0.5636 -4.4803 -0.9153 0.68
H -0.4713 -2.0829 -0.7663 0.28
H -4.1445 -6.8949 -1.7849 0.36
C 2.6107 5.6988 2.2010 -1.08
C 3.0816 5.9226 0.9764 0.25
C 2.4986 5.3075 -0.2768 -0.49
O 3.0424 5.5408 -1.3333 -0.19
C 1.3260 4.4839 -0.0764 -0.10
C 0.7987 4.2921 1.1411 0.66
C 1.4629 4.8201 2.4011 0.75
O 1.0379 4.5080 3.4915 -0.60
O -0.2904 3.5587 1.3013 0.21
O 4.1747 6.6689 0.7656 -0.71
H 3.0428 6.1443 3.0865 0.51
H 0.9624 3.9475 -0.9469 0.23
H -0.5143 3.3813 2.2579 -0.01
H 4.2001 6.8023 -0.2034 0.36
```

Calculated values
**DFT total energy**: -4006.12810 hartree
**Multiplicity**: 1
**Frontier orbital gap**: 7.0 eV
**Lowest unoccupied orbital energy**: -1.544 eV